Molecular formula: C19H46BrI2N7O8P5
Method: DFT, ωB97M-V with the def2-TZVPD basis set

Geometry as XYZ:
```
88
Properties=species:S:1:pos:R:3:lowdin_charge:R:1
O -3.64247 -0.98630 3.20387 -0.316
P -3.58375 -1.49150 1.55843 0.836
O -4.55716 -0.51330 0.52368 -0.331
C -1.81340 -1.70497 0.91821 -0.456
O -0.85126 -0.60002 1.08239 -0.426
P 0.35679 -1.02396 2.26892 0.238
O 1.67547 -1.75855 3.15399 -0.413
I 1.96940 0.81211 1.63495 0.508
C -0.17119 0.23240 3.61334 -0.291
C 0.67678 0.34396 4.94740 -0.055
C 0.22761 1.44294 6.01453 -0.062
C -1.02177 2.31838 5.62543 -0.169
N -1.83589 2.22618 4.43264 -0.020
C -1.39902 1.22293 3.48415 -0.116
O -0.55230 -2.38614 2.86474 -0.319
C -1.23971 -3.02415 1.73943 -0.951
Br -0.12417 -4.34006 0.66214 0.565
P -2.73529 -4.16752 2.21207 0.478
O -2.11455 -5.65514 2.90733 -0.462
I -3.87730 -4.95478 0.14118 0.307
H -4.61500 -1.02732 3.43387 0.065
H -5.48056 -0.58709 0.89875 0.054
H -1.86235 -1.86052 -0.22095 0.127
H 0.97403 -1.70283 1.13611 -0.003
H 2.40929 -1.11022 3.27023 -0.048
H 1.60617 -0.26884 5.21046 0.085
H 0.77530 1.63706 7.00839 0.070
H -1.32338 3.13945 6.39584 0.082
H -2.02523 1.14213 2.50557 0.099
H -1.95192 -6.21485 2.09131 -0.008
O 4.92323 2.99737 2.23051 -0.314
P 6.03247 4.00191 2.60344 0.763
N 4.96055 4.99501 3.49167 -0.326
C 4.92781 6.44469 3.55018 -0.141
C 4.64969 4.46453 4.81845 -0.140
N 6.19047 4.53012 0.97006 -0.352
C 5.09198 5.24918 0.32534 -0.119
C 6.62267 3.45192 0.07248 -0.145
N 7.36329 5.11097 3.04576 -0.309
C 7.91553 6.14561 2.17765 -0.141
C 8.47507 4.34612 3.62696 -0.160
H 5.71941 6.85555 4.18756 0.075
H 3.97002 6.78788 3.95668 0.086
H 5.00181 6.91096 2.57040 0.047
H 5.46718 4.66172 5.52329 0.071
H 4.49348 3.38242 4.78157 0.074
H 3.72684 4.89689 5.21857 0.082
H 4.12347 4.76975 0.49351 0.091
H 5.24463 5.32399 -0.75661 0.081
H 5.04218 6.28028 0.67174 0.050
H 5.80081 2.77540 -0.18655 0.083
H 7.41227 2.85585 0.54472 0.071
H 7.04486 3.85980 -0.85275 0.077
H 8.47115 5.72990 1.33030 0.081
H 8.60666 6.78043 2.74591 0.086
H 7.14793 6.82057 1.79747 0.065
H 8.99173 3.75486 2.86205 0.073
H 8.09998 3.65688 4.39094 0.075
H 9.20029 5.00203 4.11873 0.075
O -5.20250 -1.65654 -6.09923 -0.297
P -5.41631 -3.00187 -5.37281 0.760
N -3.94980 -2.87286 -4.50494 -0.325
C -3.00331 -3.92787 -4.18946 -0.130
C -4.03296 -1.95988 -3.36380 -0.136
N -5.22133 -3.89397 -6.83573 -0.354
C -3.92385 -3.91698 -7.50980 -0.124
C -6.24961 -3.56872 -7.83087 -0.152
N -5.73526 -4.54355 -4.52585 -0.300
C -5.51429 -5.87117 -5.08984 -0.134
C -7.07344 -4.51008 -3.91963 -0.154
H -3.34832 -4.56616 -3.36908 0.057
H -2.04105 -3.50005 -3.88757 0.092
H -2.77371 -4.56249 -5.04249 0.048
H -4.53176 -2.43779 -2.51214 0.062
H -4.59967 -1.06028 -3.62137 0.072
H -3.04141 -1.62079 -3.04670 0.083
H -3.47827 -2.92148 -7.59186 0.086
H -4.00648 -4.33074 -8.52057 0.080
H -3.22684 -4.57600 -6.99505 0.053
H -6.04735 -2.61939 -8.33921 0.077
H -7.23267 -3.49064 -7.35214 0.071
H -6.32713 -4.35973 -8.58510 0.077
H -6.21673 -6.10675 -5.89643 0.081
H -5.63880 -6.63322 -4.31079 0.090
H -4.49695 -5.99949 -5.46100 0.067
H -7.85635 -4.56973 -4.68448 0.072
H -7.21292 -3.57605 -3.36491 0.077
H -7.21153 -5.32778 -3.20554 0.079
```

Calculated values
Orbital gap ... 5.2 eV
Total energy ... -6612.62868 hartree
Charge ... -1
Molar mass ... 989.2 g/mol